Here is a molecular structure, C6H9N5 from OMol25. Energies are from ωB97M-V/def2-TZVPD.

expectation value of S² = 2.012
HOMO-LUMO gap (spin up / spin down) = 6.5 / 8.1 eV
2S+1 = 3

Each line ends with the Löwdin charge.
CARTESIAN COORDINATES (ANGSTROEM)
C1 -1.549 -0.581 3.227  -0.214
C2 -2.953 -1.044 1.610  -0.252
C3 -0.863 -0.730 1.152  -0.241
C4 1.317 0.158 0.359  -0.179
C5 1.466 1.491 -2.693  -0.081
C6 1.268 0.030 -2.253  -0.166
N1 -2.761 -0.787 2.877  0.085
N2 -0.538 -0.330 2.364  0.101
N3 -2.003 -1.202 0.722  0.117
N4 0.575 -0.962 -0.142  0.072
N5 0.667 0.197 -0.920  -0.095
H1 -1.295 -0.546 4.223  0.087
H2 -4.082 -1.148 1.312  0.141
H3 1.010 0.785 1.142  0.070
H4 2.406 -0.036 0.328  0.118
H5 2.162 2.063 -2.144  0.064
H6 1.893 1.576 -3.596  0.026
H7 0.664 2.165 -2.703  0.066
H8 0.432 -0.453 -2.842  0.136
H9 2.184 -0.646 -2.024  0.146


Here is 2 unconnected molecules or ions with the total composition C4H10O2 from OMol25. Energies are from ωB97M-V/def2-TZVPD.

HOMO-LUMO gap = 9.6 eV
SMILES = C/C=C/CO.O

Each line ends with the Löwdin charge.
CARTESIAN COORDINATES (ANGSTROEM)
C1 -0.389 -1.884 -0.348  -0.107
C2 0.533 -0.705 -0.586  -0.168
C3 0.153 0.593 -0.604  -0.109
C4 0.978 1.545 -1.376  -0.255
O1 1.232 2.739 -0.586  -0.088
H1 -1.355 -1.917 -0.874  0.078
H2 0.216 -2.786 -0.533  0.072
H3 -0.717 -1.762 0.677  0.053
H4 1.542 -1.034 -0.413  0.096
H5 -0.832 0.786 -0.116  0.129
H6 0.338 1.912 -2.157  0.104
H7 1.862 1.099 -1.843  0.121
H8 2.126 3.039 -0.766  0.070
O2 -2.163 -0.493 2.926  -0.084
H9 -1.346 0.057 3.004  0.056
H10 -2.180 -1.189 3.596  0.033


Here is a molecular structure, C3H3LiNaO3 from OMol25. Energies are from ωB97M-V/def2-TZVPD.

expectation value of S² = 0.756
HOMO-LUMO gap (spin up / spin down) = 5.2 / 6.4 eV
2S+1 = 2

Each line ends with the Löwdin charge.
CARTESIAN COORDINATES (ANGSTROEM)
O1 0.217 -2.191 0.103  -0.206
C1 1.290 -1.488 0.210  -0.335
C2 1.210 -0.062 0.532  -0.016
H1 2.228 -1.848 -0.251  0.098
H2 2.161 0.479 0.483  0.086
H3 0.550 0.100 1.401  0.083
Na1 -1.759 -1.215 0.088  0.576
O2 0.046 0.841 -0.634  -0.159
C3 -1.204 1.206 -0.465  -0.569
O3 -1.550 2.246 -1.108  -0.250
Li1 -3.190 1.932 -0.358  0.690


Here is a gas-phase ion, C3H7BrN3 (charge +1) from OMol25. Energies are from ωB97M-V/def2-TZVPD.

charge = +1
HOMO-LUMO gap = 7.0 eV
SMILES = CN1C=NC[N@@H+]1Br

Each line ends with the Löwdin charge.
CARTESIAN COORDINATES (ANGSTROEM)
C1 0.243 -1.595 -1.000  -0.094
N1 0.326 -0.668 0.057  -0.057
C2 -0.225 -0.630 1.236  -0.224
N2 -0.399 0.502 1.764  0.081
C3 -0.071 1.605 0.872  -0.236
N3 0.227 1.007 -0.375  -0.137
Br1 -1.291 1.054 -1.855  0.763
H1 1.137 -1.272 -1.777  0.160
H2 0.395 -2.671 -0.705  0.135
H3 -0.751 -1.410 -1.444  0.023
H4 -0.375 -1.558 1.791  0.173
H5 -0.990 2.134 0.875  0.107
H6 0.727 2.278 1.423  0.203
H7 1.048 1.224 -0.860  0.103


Here is 8 unconnected molecules or ions with the total composition C17H36N11O5 from OMol25. Energies are from ωB97M-V/def2-TZVPD.

charge = -1
HOMO-LUMO gap = 3.9 eV

Each line ends with the Löwdin charge.
CARTESIAN COORDINATES (ANGSTROEM)
C1 42.794 19.268 6.738  -0.513
O1 43.542 18.934 5.614  -0.484
H1 43.367 19.555 7.619  0.005
H2 42.030 20.034 6.604  -0.004
H3 42.162 18.432 7.040  0.011
C2 48.801 20.015 1.903  -0.798
O2 48.567 18.841 1.689  0.038
N1 49.818 20.610 1.373  0.144
N2 48.023 20.844 2.573  0.166
H4 50.229 20.014 0.668  0.121
H5 49.918 21.610 1.472  0.103
H6 47.288 20.489 3.168  0.129
H7 48.361 21.794 2.628  0.095
C3 40.278 13.333 7.813  -0.802
O3 41.142 13.620 6.997  0.054
N3 40.383 13.409 9.074  0.154
N4 39.042 12.995 7.543  0.141
H8 39.674 13.048 9.696  0.110
H9 41.235 13.768 9.482  0.130
H10 38.487 12.558 8.265  0.096
H11 38.648 12.983 6.614  0.116
C4 46.660 14.003 8.535  -0.752
O4 46.621 14.402 7.347  0.009
N5 46.225 14.660 9.554  0.162
N6 47.066 12.785 8.859  0.140
H12 46.205 14.212 10.458  0.105
H13 46.093 15.655 9.441  0.131
H14 47.084 12.569 9.846  0.091
H15 47.239 12.069 8.168  0.114
C5 42.439 20.472 -0.209  -0.843
O5 42.899 19.353 -0.165  0.053
N7 42.282 21.132 0.882  0.155
N8 42.039 21.190 -1.172  0.159
H16 42.675 20.726 1.719  0.135
H17 41.905 22.067 0.828  0.103
H18 41.524 22.036 -0.976  0.110
H19 42.107 20.866 -2.127  0.123
C6 37.194 20.041 13.414  -0.108
C7 38.142 20.064 12.201  -0.244
C8 38.743 18.694 11.769  -0.174
C9 39.196 17.925 12.923  -0.265
N9 39.589 17.341 13.811  0.142
H20 36.363 19.359 13.231  0.071
H21 36.686 20.963 13.695  0.066
H22 37.742 19.676 14.283  0.064
H23 38.961 20.765 12.357  0.104
H24 37.668 20.407 11.281  0.101
H25 39.544 18.832 11.044  0.125
H26 37.966 18.063 11.337  0.116
N10 45.255 20.936 12.376  0.018
C10 44.456 20.926 13.504  -0.146
C11 44.955 20.049 14.499  -0.123
C12 46.132 19.512 13.984  -0.126
C13 46.316 20.083 12.685  -0.127
H27 45.041 21.361 11.486  0.149
H28 43.594 21.573 13.445  0.093
H29 44.531 19.840 15.471  0.085
H30 46.814 18.857 14.506  0.083
H31 47.081 19.796 11.979  0.092
N11 37.698 21.753 4.359  0.007
C14 36.686 21.583 3.428  -0.110
C15 35.587 22.278 3.953  -0.145
C16 35.992 22.999 5.042  -0.150
C17 37.277 22.628 5.327  -0.143
H32 38.633 21.375 4.301  0.152
H33 36.902 20.903 2.617  0.101
H34 34.589 22.214 3.544  0.086
H35 35.373 23.725 5.549  0.092
H36 37.945 22.896 6.132  0.106


Number 1: E_tot -507.50712 Eh. Number 2: E_tot -308.80760 Eh. Number 3: E_tot -511.59721 Eh. Number 4: E_tot -2856.36435 Eh. Number 5: E_tot -1647.83159 Eh.